1) C2H3O3S | the ωB97M-V functional and the def2-TZVPD basis

ORCA input file:
```
! RIJCOSX wB97M-V def2-TZVPD def2/J DEFGRID3
* xyz -1 1
C -0.263 -0.268 -1.107
C -0.278 -0.551 0.330
O 1.511 1.481 0.405
O -0.045 0.978 2.360
O -0.002 -1.620 -0.603
S 0.967 0.470 1.359
H -1.080 -0.253 -1.861
H 0.496 0.350 -1.591
H -1.306 -0.587 0.708
*
```

Computed properties:
- HOMO (eV) = -3.2

Mulliken population analysis, charges in e, atoms 1 to 6: C -0.3622; C 0.0078; O -0.6229; O -0.6468; O -0.4430; S 0.4024

***

2) C2H3O3S | the ωB97M-V functional and the def2-TZVPD basis

ORCA input file:
```
! RIJCOSX wB97M-V def2-TZVPD def2/J DEFGRID3
* xyz -1 1
C -0.640 -0.989 -0.642
C -0.001 -0.179 0.369
O -0.012 2.340 -0.262
O 1.877 1.695 0.997
O 0.511 -1.383 -0.031
S 1.053 1.371 -0.146
H -1.486 -1.464 -0.273
H -0.404 -0.792 -1.790
H -0.900 -0.599 1.778
*
```

Computed properties:
- HOMO (eV) = -3.6

Mulliken population analysis, charges in e, atoms 1 to 6: C -0.2697; C -0.3006; O -0.5979; O -0.5910; O -0.3159; S 0.4640

***

Relative energies in kJ/mol: 1) 0.0; 2) 238.4

***

1) C3H11NO2 | the ωB97M-V functional and the def2-TZVPD basis

ORCA input file:
```
! RIJCOSX wB97M-V def2-TZVPD def2/J DEFGRID3
* xyz 0 1
C 2.250 0.042 -0.596
N 1.241 0.320 0.185
C 0.185 1.180 -0.370
C -0.834 1.710 0.667
H 2.360 0.545 -1.589
H 2.843 -0.858 -0.429
H 0.619 2.073 -0.962
H -0.335 0.536 -1.086
H -1.327 2.570 0.258
H -1.770 0.884 0.823
H -0.438 1.907 1.666
O -0.799 -1.334 1.842
H 0.006 -1.145 1.440
H -0.641 -1.524 2.717
O -1.390 -1.362 -1.804
H -1.253 -1.049 -0.889
H -0.849 -2.197 -1.753
*
```

Computed properties:
- HOMO (eV) = -10.1
- SMILES string = C=NCC.O.O

Mulliken population analysis, charges in e, atoms 1 to 6: C -0.3645; N -0.3402; C -0.3526; C -1.0028; H 0.2471; H 0.2790

***

2) C3H11NO2 | the ωB97M-V functional and the def2-TZVPD basis

ORCA input file:
```
! RIJCOSX wB97M-V def2-TZVPD def2/J DEFGRID3
* xyz 0 1
C -0.226 -0.931 1.392
C 0.720 -1.862 0.877
N 1.825 -2.569 1.373
C 1.702 -4.027 0.819
H -0.498 -0.839 2.437
H -0.820 -0.454 0.614
H 0.671 -1.840 -0.242
H 2.177 -2.560 2.240
H 2.581 -4.648 0.425
H 1.206 -4.653 1.573
H 1.222 -3.869 -0.137
O -0.349 5.541 -3.253
H -0.707 4.696 -3.735
H -0.603 5.319 -2.403
O -2.815 3.942 -0.891
H -2.381 4.285 -0.128
H -3.706 4.468 -0.962
*
```

Computed properties:
- HOMO (eV) = -8.2
- SMILES string = C=CNC.O.O

Mulliken population analysis, charges in e, atoms 1 to 6: C -0.8091; C 0.0757; N -0.2445; C -0.6958; H 0.2810; H 0.2289

***

Relative energies in kJ/mol: 1) 0.0; 2) 97.4

***

1) C6H9N3 | the ωB97M-V functional and the def2-TZVPD basis

ORCA input file:
```
! RIJCOSX wB97M-V def2-TZVPD def2/J DEFGRID3
* xyz 0 1
C -2.124 -2.887 1.891
C -3.692 -2.753 2.137
N -4.854 -2.678 2.156
H -1.969 -3.688 1.219
H -1.820 -1.895 1.470
H -1.702 -3.050 2.879
C 1.165 -0.465 -0.221
C 0.827 0.659 0.528
N 0.553 1.505 1.377
H 1.097 -0.166 -1.384
H 1.954 -0.910 -0.024
H 0.385 -1.071 0.076
C 1.300 3.245 -2.043
C 2.365 2.244 -2.172
N 3.285 1.515 -2.309
H 0.404 2.859 -2.384
H 1.061 3.280 -0.876
H 1.766 4.256 -2.319
*
```

Computed properties:
- HOMO (eV) = -11.5
- SMILES string = CC#N.CC#N.CC#N

Mulliken population analysis, charges in e, atoms 1 to 6: C -0.4999; C 0.1994; N -0.3552; H 0.2870; H 0.0957; H 0.2631

***

2) C6H9N3 | the ωB97M-V functional and the def2-TZVPD basis

ORCA input file:
```
! RIJCOSX wB97M-V def2-TZVPD def2/J DEFGRID3
* xyz 0 1
N 0.622 2.299 0.480
C 0.953 0.966 0.018
C 1.030 0.114 1.246
C 0.312 -1.185 1.082
C -0.517 -0.904 -0.091
N -1.556 -1.526 -0.801
C -1.525 -0.774 -2.004
N -0.735 0.215 -1.961
C -0.100 0.220 -0.782
H 1.002 3.123 -0.260
H -0.309 2.524 0.853
H 1.767 1.192 -0.723
H 2.048 0.009 1.482
H 0.532 0.689 2.024
H -0.300 -1.484 2.018
H 0.995 -2.058 0.905
H -1.972 -2.369 -0.606
H -2.247 -1.049 -2.883
*
```

Computed properties:
- HOMO (eV) = -8.1
- SMILES string = N[C@H]1CCc2[nH]cnc21

Mulliken population analysis, charges in e, atoms 1 to 6: N -0.6127; C 0.2042; C -0.9595; C -0.2808; C 0.1254; N -0.1169

***

Relative energies in kJ/mol: 1) 162.0; 2) 0.0

***

1) C2H2Cl3P | the ωB97M-V functional and the def2-TZVPD basis

ORCA input file:
```
! RIJCOSX wB97M-V def2-TZVPD def2/J DEFGRID3
* xyz 0 1
Cl 2.208 1.450 0.424
C 1.124 -0.069 -0.031
C -0.462 -0.028 0.150
Cl -0.959 1.582 -0.191
P -1.506 -1.391 0.416
Cl -3.344 -0.694 0.057
H 1.242 -0.089 -1.201
H 1.697 -0.761 0.377
*
```

Computed properties:
- HOMO (eV) = -9.3
- SMILES string = ClC/C(Cl)=P/Cl

Mulliken population analysis, charges in e, atoms 1 to 6: Cl -0.1836; C -0.6707; C 0.3756; Cl -0.1458; P 0.0994; Cl -0.1787

***

2) C2H2Cl3P | the ωB97M-V functional and the def2-TZVPD basis

ORCA input file:
```
! RIJCOSX wB97M-V def2-TZVPD def2/J DEFGRID3
* xyz 0 1
P -0.663 2.862 -0.446
C -0.729 1.320 -0.440
C -1.247 0.045 -0.341
Cl -1.425 -0.818 -1.814
Cl -2.907 0.325 0.534
H -0.742 -0.493 0.332
Cl 2.475 0.905 0.119
H 1.752 -0.178 0.277
*
```

Computed properties:
- HOMO (eV) = -9.8
- SMILES string = P#CC(Cl)Cl.Cl

Mulliken population analysis, charges in e, atoms 1 to 6: P -0.2530; C -0.1081; C 0.4237; Cl -0.1089; Cl -0.1890; H 0.2429

***

Relative energies in kJ/mol: 1) 0.0; 2) 114.6